1.
85
Properties=species:S:1:pos:R:3 method="wB97M-V/def2-TZVPD" s_squared=6.06 charge=-1 de_lowest_kj_mol=0.0 spin_multiplicity=5 fmax_ev_per_a=1.244 e_tot_ev=-92858.984 e_homo_ha="-0.077 / -0.178" gap_ha="0.165 / 0.186"
Rh -0.3006 -0.4743 -0.0565
S 1.3153 0.1761 4.1560
C -0.4073 -0.0299 4.3826
C -1.1130 0.0916 5.5623
C -2.4901 -0.1082 5.5425
C -3.1174 -0.4431 4.3453
C -2.4115 -0.5684 3.1613
C -1.0286 -0.3445 3.1520
N -0.1835 -0.3818 2.0878
C 1.1030 -0.1210 2.4384
C 2.1206 0.0015 1.4860
C 3.4939 0.1772 1.8027
C 4.4272 0.3247 0.8000
C 4.0456 0.3108 -0.5411
C 2.6930 0.1331 -0.8712
C 1.7515 -0.0475 0.1111
H -0.5958 0.3359 6.4825
H -3.0628 -0.0214 6.4572
H -4.1874 -0.6151 4.3407
H -2.9120 -0.8526 2.2454
H 3.7908 0.1888 2.8455
H 5.4727 0.4525 1.0571
H 4.7778 0.4420 -1.3287
H 2.4149 0.1549 -1.9165
C -1.4399 -1.3698 -4.2389
Si 0.1780 -1.1132 -3.2730
C 0.8409 -2.7465 -2.6380
C 1.5587 -0.5325 -4.4578
N -0.1558 0.0825 -2.0080
C -0.3389 1.4035 -2.2942
C -0.5794 1.8553 -3.6122
C -0.7390 3.1859 -3.9231
C -0.7053 4.1455 -2.9182
C -0.5116 3.7476 -1.6053
C -0.3100 2.4148 -1.2884
O -0.1493 1.9980 0.0041
C 0.3090 2.8430 0.9998
C -0.3594 2.8216 2.2151
C 0.0927 3.6116 3.2587
C 1.2076 4.4199 3.0930
C 1.8946 4.3995 1.8873
C 1.4599 3.6039 0.8404
H -1.7017 -2.4286 -4.2629
H -1.3503 -1.0261 -5.2731
H -2.2688 -0.8392 -3.7667
H 1.2930 -3.2897 -3.4720
H 0.0803 -3.3845 -2.1919
H 1.6083 -2.5832 -1.8789
H 1.5095 -1.1178 -5.3797
H 2.5369 -0.7187 -4.0101
H 1.5193 0.5232 -4.7289
H -0.6810 1.1174 -4.3955
H -0.9035 3.4746 -4.9535
H -0.8475 5.1928 -3.1475
H -0.5339 4.4801 -0.8118
H -1.2047 2.1582 2.3450
H -0.4279 3.5819 4.2072
H 1.5523 5.0492 3.9033
H 2.7899 4.9954 1.7610
H 2.0146 3.5444 -0.0873
C -4.8757 -3.1247 -2.0233
C -3.4844 -3.3205 -1.9704
C -2.6745 -2.3725 -1.4126
C -3.1996 -1.1771 -0.8674
C -2.3815 -0.1743 -0.2585
C -2.9746 0.9858 0.1710
C -4.3682 1.1894 0.0809
C -5.1710 0.2274 -0.4563
C -4.6109 -0.9738 -0.9455
C -5.4229 -1.9763 -1.5255
H -5.5095 -3.8899 -2.4552
H -3.0552 -4.2436 -2.3392
H -1.6113 -2.5442 -1.3529
H -2.3884 1.7764 0.6151
H -4.7875 2.1184 0.4500
H -6.2430 0.3765 -0.5258
H -6.4962 -1.8217 -1.5600
F 0.6916 -6.1856 1.6008
C 0.8686 -5.1040 0.8277
F 2.1491 -4.7192 0.9542
F 0.6751 -5.4893 -0.4503
S -0.2791 -3.7068 1.2591
O -1.5912 -4.2559 1.0389
O 0.0656 -3.3650 2.6081
O 0.1576 -2.7546 0.2251

---

2.
98
Properties=species:S:1:pos:R:3 method="wB97M-V/def2-TZVPD" s_squared=0.85 charge=0 de_lowest_kj_mol=742.4 spin_multiplicity=2 fmax_ev_per_a=3.854 e_tot_ev=-150130.942 e_homo_ha="-0.257 / -0.256" gap_ha="0.184 / 0.197"
Re -0.9872 -0.6940 0.0469
C -3.3449 1.3779 2.0595
Si -1.5617 1.2364 1.4493
C -1.1018 2.8418 0.5084
C -1.0867 4.1023 1.1023
C -0.6987 5.2246 0.3875
C -0.3637 5.1076 -0.9560
C -0.4027 3.8678 -1.5713
C -0.7333 2.7364 -0.8305
P -0.8708 1.0815 -1.5730
C -2.3634 1.3649 -2.5875
C -2.2490 1.8708 -3.8756
C -3.3872 2.1520 -4.6187
C -4.6433 1.9447 -4.0705
C -4.7605 1.4391 -2.7823
C -3.6268 1.1473 -2.0451
C 0.4569 0.8293 -2.7287
C 1.6280 1.5949 -2.6485
C 2.8376 1.4892 -3.3136
C 3.2887 0.4607 -4.1907
C 2.5461 -0.4189 -4.8634
C 0.3683 -0.4452 -3.4848
C -0.4073 1.2877 2.9567
C -0.7065 1.9433 4.1449
C 0.0850 1.7768 5.2729
C 1.1782 0.9287 5.2249
C 1.4918 0.2658 4.0462
C 0.7145 0.4544 2.9112
P 1.0703 -0.3900 1.3197
C 2.0866 -1.8209 1.8209
C 1.5817 -3.1113 1.9208
C 2.3868 -4.1542 2.3546
C 3.7035 -3.9203 2.7107
C 4.2103 -2.6307 2.6471
C 3.4109 -1.5886 2.2097
C 2.2979 0.7736 0.6164
C 3.3941 0.3233 -0.1185
C 4.3666 1.2157 -0.5366
C 4.2467 2.5679 -0.2508
C 3.1429 3.0279 0.4505
C 2.1770 2.1356 0.8903
H -3.5534 2.3719 2.4579
H -3.5130 0.6358 2.8424
H -4.0548 1.1780 1.2553
H -1.3685 4.1959 2.1460
H -0.6692 6.1916 0.8736
H -0.0777 5.9839 -1.5233
H -0.1753 3.7855 -2.6276
H -1.2674 2.0554 -4.2972
H -3.2939 2.5329 -5.6277
H -5.5295 2.1775 -4.6460
H -5.7425 1.2684 -2.3601
H -3.7023 0.7187 -1.0520
H 1.5731 2.4339 -1.9640
H 3.5731 2.2367 -3.0540
H 4.3581 0.3671 -4.3372
H 2.8738 -1.2950 -5.3876
H -0.6502 -0.6736 -3.7845
H -1.5863 2.5762 4.1950
H -0.1624 2.2947 6.1909
H 1.7797 0.7597 6.1087
H 2.3247 -0.4215 4.0340
H 0.5623 -3.3143 1.6575
H 1.9747 -5.1533 2.4113
H 4.3327 -4.7366 3.0409
H 5.2341 -2.4344 2.9385
H 3.8226 -0.5903 2.1699
H 3.4851 -0.7268 -0.3562
H 5.2217 0.8499 -1.0906
H 5.0157 3.2598 -0.5713
H 3.0400 4.0821 0.6750
H 1.3368 2.4968 1.4661
O 1.1040 -0.2870 -4.8211
P 1.0238 -1.9357 -2.4756
O 2.1714 -2.5693 -3.1324
O 1.1409 -1.3873 -1.0753
O -0.2453 -2.9563 -2.6196
P -1.7901 -2.6089 -2.4356
O -2.3043 -2.6767 -3.9480
O -2.5171 -3.6441 -1.6451
O -1.9341 -1.1760 -2.0067
H 0.9376 0.6466 -5.0530
H -2.4835 -3.5946 -4.2020
F -2.4791 -5.8584 1.3133
C -2.5867 -5.1602 0.1887
F -1.8109 -5.7744 -0.6955
F -3.8583 -5.2071 -0.1842
S -2.0879 -3.3197 0.4523
O -0.7278 -2.9783 0.0206
O -3.0173 -2.1954 0.3634
N -1.9885 -3.6291 2.0403
S -2.1263 -2.4091 2.9743
O -1.2741 -1.2896 2.5476
O -3.4309 -2.0437 3.4242
C -1.2326 -3.0128 4.5066
F -1.8108 -2.4895 5.5839
F -1.2493 -4.3378 4.6122
F 0.0405 -2.6080 4.4777

---

3.
105
Properties=species:S:1:pos:R:3 method="wB97M-V/def2-TZVPD" charge=-2 fmax_ev_per_a=5.000 e_tot_ev=-267279.395 e_homo_ha=0.016 gap_ha=0.100
La -17.7782 -12.1425 10.8908
C -23.9519 -14.3922 6.3155
C -23.1418 -13.2252 5.7646
N -23.9472 -12.0746 5.3287
C -25.0480 -12.1003 4.3656
C -25.0935 -13.2282 3.3035
C -23.4347 -10.7720 5.6652
C -22.0391 -10.5381 5.1674
N -21.3020 -9.5720 5.9670
C -19.8440 -9.6617 5.8259
C -18.9705 -10.0085 6.9162
F -19.4373 -10.3581 8.1312
C -17.5829 -10.0270 6.7927
F -16.7983 -10.1860 7.8449
C -17.0484 -9.7182 5.4994
C -17.8826 -9.4837 4.4461
F -17.3547 -9.3391 3.1518
C -19.2456 -9.4315 4.5962
F -20.0781 -9.2820 3.5191
H -23.3431 -15.1320 6.8730
H -24.4111 -14.9074 5.4164
H -24.8034 -14.0949 7.0331
H -22.5107 -13.4955 4.9009
H -22.5251 -12.8786 6.5796
H -24.9256 -11.1425 3.7779
H -26.0200 -11.9976 4.9251
H -26.0181 -13.1800 2.7437
H -25.1553 -14.2877 3.7005
H -24.3529 -13.0753 2.5774
H -23.5285 -10.6974 6.7259
H -24.1510 -10.0218 5.3115
H -22.0956 -10.0289 4.2188
H -21.4561 -11.4160 5.0523
H -16.0029 -10.0309 5.3086
Br -18.8519 -16.6173 8.5271
C -19.0639 -16.3602 10.4706
C -19.0717 -17.4841 11.3006
C -19.5523 -17.3976 12.5831
Br -20.1929 -18.9920 13.4294
C -19.7512 -16.0657 13.1626
C -20.0493 -15.9037 14.5367
C -20.0389 -14.6099 15.0352
C -19.7735 -13.5520 14.1747
N -19.5528 -13.6664 12.8663
C -19.4086 -14.9066 12.3988
C -19.1802 -15.0280 10.9608
O -19.1961 -13.9705 10.2194
H -18.8525 -18.3986 10.7862
H -20.2644 -16.8127 15.1544
H -20.0304 -14.4622 16.1074
H -19.6231 -12.5258 14.5005
C -13.1317 -7.0682 15.8345
C -13.9930 -7.8068 14.8044
C -13.3372 -8.2088 13.5944
C -14.0903 -8.5923 12.5105
C -15.4925 -8.7437 12.7005
C -16.0865 -8.6164 13.9452
C -15.2862 -8.1887 15.0364
S -16.4546 -9.0935 11.2598
O -15.9166 -10.3826 10.7297
O -16.5123 -7.8680 10.5108
N -17.9380 -9.6332 11.7059
C -19.0518 -8.7821 11.4437
C -19.1666 -7.4456 11.7387
C -20.4086 -6.7798 11.5184
C -21.4545 -7.4444 10.9250
C -21.4393 -8.8455 10.7572
C -22.5694 -9.6376 10.3499
C -22.4015 -11.0325 10.2246
C -21.2077 -11.6446 10.6231
N -20.1326 -10.8994 10.9983
C -20.2340 -9.5646 11.0543
H -13.4533 -6.0020 16.1046
H -12.1523 -6.9517 15.3884
H -13.0052 -7.6010 16.8350
H -12.2383 -8.1054 13.5680
H -13.7254 -8.7807 11.4964
H -17.1693 -8.7602 14.0181
H -15.7812 -8.0239 16.0101
H -18.3032 -6.8894 12.1122
H -20.4328 -5.7372 11.6824
H -22.3292 -6.9679 10.4830
H -23.4481 -9.1031 9.9710
H -23.1369 -11.7191 9.8180
H -21.0548 -12.7162 10.6873
O -14.0050 -14.3128 12.5338
P -15.4913 -14.7692 12.0405
O -16.0814 -15.9437 12.7139
O -16.3854 -13.5187 12.2597
O -15.1831 -15.0463 10.4855
P -15.2426 -14.0749 9.1998
O -14.1155 -12.9829 9.8839
O -14.9422 -14.8959 8.0262
O -16.5789 -13.2823 9.2506
H -13.6185 -13.7564 11.8352
H -13.4865 -12.6778 9.2135
F -16.0649 -16.4035 5.2933
C -15.5655 -15.3112 4.7359
F -14.2130 -15.3917 4.7479
C -16.0344 -15.2287 3.2284
F -15.5618 -14.1154 2.6819
F -15.6756 -16.3043 2.4011
F -17.3383 -14.9717 3.2022
O -20.9934 -8.3666 7.7607
N -21.8131 -9.0710 7.1540